ORCA calculation (the ωB97M-V functional and the def2-TZVPD basis) on C50H33HfI4N4 as an isolated structure.

For the energy above the lowest of the compared OMol25 structures with the same formula, charge and spin, the calculation gives 0.0 kJ/mol. The HOMO-LUMO gap comes out at 5.629 eV. The spin multiplicity is 1. The total charge is +1. The calculation puts the HOMO energy at -10.052 eV.

Structure (XYZ):
```
92
Properties=species:S:1:pos:R:3:forces:R:3
Hf -0.177 -0.158 0.339 -0.004 -0.041 -0.286
I 8.303 0.350 5.509 -0.023 -0.001 -0.012
C 6.485 0.203 4.501 -0.016 0.008 -0.045
C 5.333 -0.131 5.197 0.038 -0.006 0.069
C 4.126 -0.229 4.523 -0.017 0.000 -0.009
C 4.058 0.004 3.154 0.056 -0.006 -0.025
C 5.221 0.340 2.467 -0.052 -0.007 0.016
C 6.432 0.440 3.134 0.069 0.006 0.033
C 2.758 -0.103 2.432 -0.088 -0.011 -0.006
C 2.538 -1.226 1.636 0.163 0.035 -0.004
C 3.502 -2.263 1.376 -0.063 0.027 -0.022
C 2.972 -3.086 0.444 0.020 0.029 -0.100
C 1.635 -2.623 0.159 -0.090 -0.061 0.156
C 0.688 -3.338 -0.568 -0.065 -0.012 0.360
C 1.230 -4.288 -1.569 -0.012 -0.102 -0.166
C 0.846 -5.618 -1.737 0.070 0.000 0.126
C 1.407 -6.404 -2.729 0.036 -0.061 -0.070
C 2.360 -5.873 -3.588 -0.029 0.031 0.053
I 3.196 -7.058 -5.080 -0.013 0.017 0.015
C 2.752 -4.550 -3.445 0.029 -0.009 -0.041
C 2.191 -3.773 -2.446 -0.106 0.007 -0.094
C -0.717 -3.172 -0.352 0.225 0.074 -0.012
N -1.273 -1.996 0.076 -0.017 -0.097 0.240
C -2.635 -2.213 0.215 -0.076 0.105 -0.090
C -3.596 -1.234 0.479 0.059 0.020 0.028
C -5.025 -1.632 0.397 -0.069 -0.015 0.003
C -5.577 -2.039 -0.814 0.029 0.007 0.034
C -6.913 -2.398 -0.893 -0.086 -0.028 -0.023
C -7.704 -2.363 0.247 0.044 0.010 0.001
I -9.711 -2.909 0.134 0.018 0.004 -0.001
C -7.164 -1.966 1.462 -0.076 -0.016 0.020
C -5.831 -1.596 1.532 0.040 0.011 -0.032
C -3.319 0.096 0.813 0.008 -0.077 -0.018
C -4.272 1.137 1.002 0.031 0.049 -0.009
C -3.589 2.252 1.393 -0.010 -0.080 -0.039
C -2.213 1.897 1.467 0.053 0.079 0.091
N -2.055 0.591 1.071 -0.037 -0.014 0.119
C -1.196 2.703 2.026 -0.058 -0.036 -0.072
C 0.085 2.270 2.311 0.073 0.040 0.036
C 1.038 2.976 3.129 -0.043 -0.012 -0.056
C 2.105 2.165 3.300 -0.018 -0.067 -0.038
C 1.855 0.956 2.556 0.145 0.059 -0.005
N 0.630 1.046 1.947 -0.106 -0.050 0.036
C -1.581 4.084 2.440 0.008 0.040 -0.031
C -2.009 4.341 3.737 0.012 -0.014 -0.007
C -2.376 5.624 4.115 -0.028 0.049 0.054
C -2.320 6.657 3.190 0.014 -0.021 -0.033
I -2.875 8.584 3.753 0.007 -0.020 -0.006
C -1.895 6.411 1.892 -0.017 0.071 0.011
C -1.528 5.127 1.520 0.002 -0.070 0.031
C -2.907 -3.578 -0.068 0.082 -0.029 -0.024
C -1.731 -4.165 -0.436 -0.117 0.077 -0.148
N 1.401 -1.484 0.914 -0.090 -0.024 -0.008
H 5.375 -0.318 6.262 -0.003 -0.001 0.001
H 3.228 -0.495 5.068 -0.008 -0.002 -0.002
H 5.179 0.531 1.401 -0.001 -0.001 -0.007
H 7.329 0.705 2.591 0.001 0.001 -0.002
H 4.462 -2.346 1.858 0.007 0.004 0.001
H 3.409 -3.980 0.033 0.011 0.011 -0.018
H 0.143 -6.090 -1.069 -0.041 0.030 0.102
H 1.106 -7.438 -2.824 0.002 -0.002 -0.002
H 3.485 -4.119 -4.113 0.005 -0.012 -0.004
H 2.475 -2.730 -2.371 0.011 -0.008 0.039
H -4.962 -2.064 -1.705 0.012 0.003 -0.003
H -7.336 -2.703 -1.841 0.004 0.001 -0.003
H -7.777 -1.945 2.352 -0.003 -0.001 -0.001
H -5.409 -1.288 2.481 0.006 0.002 0.005
H -5.334 1.037 0.859 -0.010 -0.005 -0.001
H -3.992 3.222 1.634 -0.004 0.007 0.011
H 0.881 3.960 3.537 0.009 0.007 0.009
H 2.998 2.354 3.872 0.005 0.020 0.008
H -2.056 3.535 4.459 -0.002 -0.009 0.001
H -2.707 5.816 5.126 -0.001 -0.004 0.000
H -1.849 7.217 1.172 0.000 0.000 0.000
H -1.195 4.935 0.507 -0.001 0.000 -0.008
H -3.872 -4.051 0.012 -0.015 0.002 0.004
H -1.604 -5.203 -0.671 0.062 -0.045 -0.159
C -0.046 1.766 -4.920 0.002 0.016 0.012
C 0.290 0.373 -4.372 -0.009 -0.058 -0.020
C -0.752 -0.650 -4.852 0.014 0.016 0.003
C 1.690 -0.054 -4.834 0.003 0.005 0.007
C 0.260 0.409 -2.906 0.007 -0.001 -0.011
C 0.228 0.425 -1.688 0.031 0.161 0.046
H -0.021 1.742 -6.010 -0.002 -0.004 -0.007
H 0.676 2.506 -4.575 0.002 0.002 0.000
H -1.041 2.080 -4.605 -0.001 0.002 0.005
H -0.742 -0.694 -5.942 0.002 0.002 -0.006
H -1.753 -0.367 -4.527 -0.005 0.000 0.000
H -0.527 -1.644 -4.464 -0.002 -0.006 0.001
H 1.721 -0.078 -5.924 -0.002 -0.001 -0.006
H 1.932 -1.050 -4.461 0.006 -0.001 0.002
H 2.448 0.645 -4.481 0.004 -0.001 0.001
```
Positions in Å, forces in eV/Å.

***

ORCA calculation (the ωB97M-V functional and the def2-TZVPD basis) on a 4-piece molecular cluster, C15H25FN2O12S3 overall at a distorted geometry.

For the energy above the lowest of the compared OMol25 structures with the same formula, charge and spin, the calculation gives 40.9 kJ/mol. The HOMO-LUMO gap comes out at 11.133 eV. The spin multiplicity is 1. The calculation puts the HOMO energy at -11.009 eV.

Structure (XYZ):
```
58
Properties=species:S:1:pos:R:3:forces:R:3
C -5.555 -0.378 2.815 0.251 -0.377 -0.454
C -4.913 -0.712 1.418 0.740 -0.344 0.806
C -3.995 0.427 0.879 -0.671 -0.430 0.569
F -3.505 1.097 2.015 0.087 -0.032 -0.543
C -4.711 1.471 -0.009 -0.867 1.101 -0.178
C -6.127 1.750 0.493 4.689 -1.335 -1.330
N -7.166 1.945 0.868 -3.419 0.745 1.118
C -4.003 2.885 -0.009 0.090 -0.650 -0.640
C -2.458 2.783 -0.180 0.029 0.694 0.531
C -4.861 1.056 -1.517 -0.832 -0.522 -0.107
C -4.837 -0.424 -1.771 0.245 4.501 0.628
N -4.656 -1.521 -1.931 0.282 -3.317 -0.521
H -5.727 0.699 2.946 -0.259 -0.528 -0.033
H -4.874 -0.708 3.620 -0.277 0.261 -0.414
H -6.480 -0.973 2.914 0.274 0.551 0.028
H -4.233 -1.568 1.614 -0.420 0.331 -0.347
H -5.648 -1.074 0.683 0.264 0.453 0.217
H -3.118 -0.011 0.368 -0.440 0.405 0.032
H -4.403 3.421 -0.895 -0.105 -0.086 0.729
H -4.323 3.400 0.911 0.424 -0.065 -0.468
H -2.063 3.343 -1.048 -0.456 -0.240 0.314
H -2.006 3.258 0.712 0.021 -0.497 -0.478
H -2.068 1.762 -0.258 -0.300 0.396 0.103
H -4.128 1.601 -2.138 -0.020 -0.706 0.305
H -5.850 1.420 -1.857 0.515 -0.166 0.104
C 1.496 -1.644 -1.238 0.622 -0.368 0.156
C 0.326 -2.099 -0.395 -0.411 0.014 -0.521
O 0.411 -1.310 0.799 0.521 0.441 0.053
S 1.014 0.136 0.440 -0.065 -1.037 -0.561
O -0.064 1.053 0.288 0.507 0.130 0.211
O 2.117 0.392 1.300 -0.277 0.305 0.125
O 1.575 -0.222 -1.021 -0.573 0.325 0.374
H 2.431 -2.103 -0.895 -0.673 0.668 -0.257
H 1.353 -1.860 -2.295 -0.050 0.291 -0.002
H 0.372 -3.159 -0.160 0.097 0.112 0.265
H -0.628 -1.875 -0.881 0.014 -0.055 -0.003
C 3.484 3.524 1.615 -0.566 0.047 0.084
C 3.452 3.017 0.189 0.272 -0.547 0.089
O 3.887 4.127 -0.605 0.020 0.485 0.402
S 4.952 4.995 0.236 -0.337 -0.451 0.150
O 6.261 4.607 -0.153 -0.009 0.275 0.088
O 4.528 6.349 0.233 0.199 -0.045 -0.173
O 4.649 4.356 1.684 0.228 -0.052 -0.535
H 2.610 4.140 1.837 -0.001 -0.039 -0.016
H 3.550 2.716 2.339 0.212 0.086 -0.003
H 2.460 2.695 -0.114 0.024 0.257 -0.157
H 4.161 2.198 0.044 -0.079 -0.038 0.047
C 5.264 -5.634 -2.207 0.080 0.271 -0.506
C 6.307 -4.818 -1.471 0.342 -0.484 0.144
O 5.552 -3.895 -0.677 -0.656 -0.010 -0.232
S 4.173 -4.589 -0.227 0.626 -0.322 -0.287
O 4.326 -5.100 1.084 -0.375 0.116 -0.038
O 3.099 -3.719 -0.586 0.582 -0.941 0.448
O 4.207 -5.822 -1.260 0.149 0.303 0.442
H 4.863 -5.086 -3.062 0.041 -0.019 0.002
H 5.650 -6.594 -2.541 -0.170 -0.077 0.187
H 6.973 -4.286 -2.146 -0.144 0.223 0.109
H 6.897 -5.442 -0.796 0.005 -0.006 -0.057
```
Positions in Å, forces in eV/Å.